This record from the OMol25 dataset describes 13 unconnected molecules or ions with the total composition C33H79N13O13 at a distorted geometry. The level of theory is ωB97M-V/def2-TZVPD.

The geometry in XYZ format:
```
138
Properties=species:S:1:pos:R:3:forces:R:3:lowdin_charge:R:1
O -4.298 1.215 1.078 0.04 -0.15 -0.38 0.00
C -3.714 1.461 2.121 0.62 -0.01 1.29 -0.54
N -3.223 0.484 2.952 -1.53 -0.19 -3.54 0.21
C -3.467 2.898 2.539 0.85 -2.43 -0.25 0.02
H -3.237 -0.444 2.516 0.03 0.03 0.77 0.06
H -2.753 0.643 3.780 0.92 0.46 1.83 0.05
H -2.860 3.253 1.745 0.89 0.73 -0.55 0.05
H -2.964 2.898 3.484 0.12 0.62 0.56 0.08
H -4.381 3.376 2.471 -1.75 1.24 0.36 0.07
O 2.460 2.051 -1.820 -0.63 0.42 0.71 0.03
C 2.894 1.791 -2.920 0.46 -0.84 0.10 -0.59
N 2.617 0.611 -3.550 0.28 0.98 -0.13 0.20
C 3.858 2.742 -3.609 -0.14 -0.43 1.67 0.01
H 2.000 -0.096 -3.205 -0.36 0.04 0.50 0.07
H 3.244 0.313 -4.253 0.30 -0.26 -0.79 0.09
H 3.280 3.562 -3.966 -0.44 1.02 0.13 0.07
H 4.221 2.305 -4.500 1.15 -0.52 -0.70 0.06
H 4.600 3.060 -2.813 -0.69 -0.30 -1.39 0.12
O 1.680 0.156 2.615 0.30 0.61 0.71 -0.02
C 1.848 1.150 3.336 -1.05 0.18 -0.05 -0.54
N 3.042 1.706 3.577 0.35 -0.34 0.10 0.19
C 0.684 1.898 3.977 0.92 -1.25 -0.20 0.02
H 3.133 2.464 4.235 -0.02 -0.08 -0.17 0.12
H 3.845 1.150 3.345 0.41 0.06 -0.09 0.09
H 0.711 1.738 5.054 -0.05 0.16 0.06 0.10
H -0.207 1.461 3.578 -0.70 0.01 -0.16 0.06
H 0.805 2.927 3.721 -0.22 0.95 -0.02 0.06
O 1.540 5.014 2.388 0.05 -0.03 1.36 0.01
C 1.105 4.921 1.255 -1.50 1.36 1.64 -0.68
N 1.844 4.551 0.280 3.06 -2.39 -3.76 0.20
C -0.261 5.331 0.861 -1.55 -1.63 0.50 0.00
H 2.743 4.154 0.513 0.11 0.21 0.21 0.12
H 1.524 4.171 -0.612 -0.39 0.59 0.26 0.08
H -0.584 4.835 -0.051 0.18 0.37 -0.36 0.05
H -0.362 6.387 0.797 -0.06 0.87 -0.07 0.08
H -0.939 4.930 1.625 0.06 0.48 0.11 0.08
O -2.212 -0.507 6.182 0.94 1.23 -0.39 0.01
C -1.810 -1.473 5.547 -1.24 0.52 0.99 -0.64
N -2.519 -2.585 5.698 -0.72 -3.12 -0.31 0.15
C -0.705 -1.576 4.585 1.59 0.11 -0.98 0.00
H -3.310 -2.606 6.323 0.18 0.33 -0.03 0.12
H -2.283 -3.472 5.249 -0.02 0.75 0.22 0.11
H 0.184 -0.965 4.881 -0.64 -0.86 0.06 0.10
H -1.011 -1.095 3.647 -0.12 -0.30 0.09 0.06
H -0.469 -2.656 4.359 0.12 1.33 0.18 0.10
O -0.638 -5.123 -2.587 0.78 -1.27 0.05 0.02
C -0.828 -3.941 -2.737 -1.51 0.44 -0.05 -0.59
N 0.047 -3.039 -3.246 0.44 -0.46 -0.08 0.17
C -2.242 -3.373 -2.457 1.07 -0.26 0.24 0.00
H 0.978 -3.305 -3.624 -1.01 0.32 0.84 0.10
H -0.077 -2.104 -2.881 0.13 0.36 -0.45 0.05
H -2.159 -2.330 -2.563 -0.37 1.51 0.02 0.04
H -2.667 -3.620 -1.494 0.38 -0.18 0.51 0.06
H -2.963 -3.737 -3.158 -0.11 -0.36 -0.80 0.07
C -4.402 -4.401 2.871 -1.10 0.60 -0.02 0.02
C -4.256 -3.118 2.116 1.38 1.88 0.41 -0.49
O -3.271 -2.339 2.275 -1.62 -1.88 -0.26 -0.05
N -5.305 -2.790 1.345 0.25 0.66 -0.93 0.03
C -5.233 -1.655 0.418 0.80 1.23 0.70 -0.06
H -5.303 -4.951 2.554 0.51 0.03 0.25 0.09
H -4.468 -4.138 3.916 -0.27 0.06 0.38 0.08
H -3.523 -4.970 2.786 1.09 -0.93 -0.38 0.06
H -5.990 -3.492 1.160 -0.25 -0.29 0.05 0.12
H -6.138 -1.011 0.429 0.49 -0.62 0.21 0.09
H -5.040 -1.962 -0.615 0.00 -0.17 0.17 0.08
H -4.370 -1.012 0.782 -1.30 -0.83 -0.77 0.07
C -0.282 3.239 -4.322 1.33 1.18 -0.32 0.03
C -0.427 4.601 -3.637 -0.04 -2.32 -0.92 -0.57
O -0.038 4.783 -2.512 0.35 0.68 1.78 0.04
N -0.966 5.532 -4.404 -1.35 2.02 0.56 0.02
C -1.243 6.887 -3.938 0.68 1.08 0.01 -0.07
H 0.033 3.482 -5.351 -0.59 -0.66 0.04 0.09
H -1.114 2.574 -4.213 -0.71 0.05 -0.29 0.06
H 0.567 2.748 -3.875 0.31 -0.18 0.30 0.05
H -1.218 5.336 -5.326 -0.48 -0.65 -1.18 0.12
H -0.248 7.241 -3.648 -0.33 0.61 0.17 0.08
H -1.915 7.062 -3.067 0.33 -0.94 -0.49 0.09
H -1.643 7.557 -4.742 0.50 -0.95 0.41 0.09
C 2.770 -1.939 -1.305 1.16 -1.05 -1.02 0.04
C 3.448 -2.203 -2.660 -0.97 -0.14 1.28 -0.58
O 2.788 -2.406 -3.653 -0.78 0.05 -1.52 0.01
N 4.762 -2.352 -2.637 1.58 0.30 0.85 0.03
C 5.528 -2.851 -3.755 0.44 -0.79 -1.19 -0.07
H 3.114 -1.035 -0.841 -0.17 0.54 0.09 0.05
H 3.165 -2.781 -0.705 -0.82 0.33 0.19 0.08
H 1.706 -1.964 -1.517 -0.01 0.01 0.58 0.06
H 5.175 -2.223 -1.708 0.28 -0.19 -0.71 0.13
H 5.877 -3.899 -3.626 -0.51 0.49 0.12 0.09
H 6.438 -2.300 -3.977 0.09 0.47 0.49 0.07
H 4.968 -2.802 -4.716 -0.08 -0.08 1.02 0.09
C -0.700 -5.104 1.215 -1.01 0.06 -1.01 0.01
C 0.758 -4.857 1.396 -1.73 -0.96 0.12 -0.61
O 1.200 -4.426 2.426 0.94 1.17 1.55 0.04
N 1.492 -5.340 0.403 1.61 0.10 -0.29 0.04
C 2.935 -5.363 0.538 0.31 -0.43 -1.40 -0.05
H -0.883 -5.545 0.230 -0.31 -0.01 0.19 0.08
H -1.364 -4.264 1.339 0.25 0.98 -0.25 0.06
H -1.098 -5.724 1.989 0.26 -1.01 0.53 0.07
H 1.047 -5.786 -0.374 -0.04 0.02 -0.34 0.12
H 3.413 -5.018 -0.391 -0.14 -0.08 0.27 0.08
H 3.318 -6.351 0.751 -0.07 -0.51 -0.08 0.08
H 3.282 -4.768 1.348 -0.18 0.79 0.59 0.05
C 4.723 0.373 0.390 2.01 0.37 0.14 -0.02
C 5.004 -0.931 1.102 -3.10 2.27 2.63 -0.59
O 5.799 -1.722 0.731 2.08 -2.09 -0.97 0.08
N 4.256 -1.052 2.284 -0.73 0.65 -0.76 -0.01
C 4.481 -2.148 3.213 0.14 0.59 -0.10 -0.07
H 3.719 0.672 0.448 -1.67 0.15 -0.21 0.04
H 5.063 0.186 -0.635 -0.14 0.71 0.10 0.08
H 5.257 1.248 0.884 -0.12 -1.25 -0.71 0.11
H 3.280 -0.622 2.293 1.53 -0.64 -0.17 0.09
H 3.747 -2.090 4.005 -0.40 -0.02 0.04 0.08
H 5.443 -1.991 3.710 0.09 -0.47 -0.29 0.09
H 4.389 -3.108 2.719 0.27 -0.28 0.09 0.07
C -3.635 0.859 -2.778 -0.38 0.99 -1.29 0.02
C -3.748 2.391 -2.762 0.87 -0.57 1.73 -0.53
O -3.526 3.076 -3.738 -0.18 0.24 -0.69 0.03
N -3.898 2.963 -1.520 -0.14 -0.11 -0.01 0.01
C -3.759 4.419 -1.356 -0.92 -0.12 -0.22 -0.07
H -4.022 0.368 -1.922 -0.18 -0.33 1.05 0.05
H -2.616 0.567 -2.989 0.49 0.11 0.37 0.06
H -4.171 0.492 -3.643 -0.39 0.00 -0.26 0.08
H -4.083 2.388 -0.668 0.19 0.57 -1.09 0.10
H -2.944 4.881 -1.934 0.41 -0.70 0.70 0.07
H -3.774 4.572 -0.274 0.56 0.40 -0.21 0.07
H -4.602 5.007 -1.754 -0.31 -0.57 0.11 0.08
C -0.409 1.909 -0.714 -0.77 0.18 -0.33 0.00
C -0.233 0.413 -0.924 0.46 -1.04 1.16 -0.47
O -0.394 -0.186 -1.991 0.09 0.42 0.67 0.00
N 0.159 -0.241 0.261 -1.47 0.63 0.82 0.02
C -0.223 -1.620 0.748 0.42 0.43 -2.37 -0.04
H -1.489 2.130 -0.608 0.24 -0.38 0.09 0.08
H -0.112 2.568 -1.536 0.31 -0.52 0.03 0.05
H 0.073 2.232 0.203 0.18 0.03 0.03 0.07
H 0.094 0.338 1.129 0.52 -0.29 -1.53 0.09
H 0.623 -1.990 1.318 0.06 -0.35 -0.15 0.06
H -0.494 -2.274 -0.142 0.47 0.69 1.18 0.10
H -1.068 -1.537 1.410 -0.49 -0.07 0.10 0.04
```
Forces are in eV/Å.

For the HOMO energy, the calculation gives -9.215 eV. The largest force on an atom is 5.41 eV/A. Its LUMO energy is 0.42 eV.